(1)
Here is a molecular structure, C40H60CaF3O29 from the OMol25 dataset. Energies are from wB97M-V/def2-TZVPD.

CARTESIAN COORDINATES (ANGSTROEM)
Ca 1.628 -1.092 -2.773
C -1.097 -1.079 -1.565
O 0.069 -0.420 -1.126
O -0.603 -1.689 -2.737
C -1.770 -1.925 -0.463
F -2.071 -1.273 0.634
F -2.982 -2.415 -0.899
F -0.940 -2.879 -0.060
C -0.060 0.492 -0.019
C 1.263 1.250 0.038
H 1.533 1.919 -0.780
H 1.233 1.853 0.945
H 2.106 0.569 0.162
H -0.216 -0.090 0.889
H -0.868 1.208 -0.167
H -1.839 -0.325 -1.827
C 5.116 4.625 -1.922
C 5.170 3.238 -2.659
C 6.221 2.286 -2.073
O 5.468 1.078 -1.977
C 4.167 1.284 -2.177
O 3.295 0.420 -2.080
O 3.948 2.539 -2.412
H 6.067 5.147 -2.027
H 4.860 4.582 -0.864
H 4.350 5.235 -2.402
H 5.310 3.366 -3.733
H 6.494 2.554 -1.052
H 7.133 2.165 -2.658
C -2.816 2.640 -5.048
C -1.422 3.188 -4.710
C -1.200 3.446 -3.205
O -0.054 2.699 -2.931
C 0.252 1.921 -3.971
O 1.032 0.966 -3.863
O -0.469 2.247 -5.073
H -3.650 3.322 -4.880
H -3.027 1.695 -4.548
H -2.711 2.528 -6.127
H -1.204 4.134 -5.205
H -2.090 3.197 -2.628
H -0.969 4.485 -2.971
C -4.016 -2.946 3.170
C -3.466 -4.335 2.767
C -1.997 -4.387 2.670
O -1.670 -5.457 3.524
C -2.642 -5.850 4.310
O -2.596 -6.640 5.237
O -3.800 -5.221 3.800
H -3.612 -2.498 4.078
H -5.102 -2.907 3.083
H -3.644 -2.280 2.392
H -3.783 -4.688 1.785
H -1.412 -3.488 2.861
H -1.723 -4.601 1.637
C 6.780 -0.208 0.892
C 5.804 0.429 1.831
C 6.423 1.637 2.638
O 5.418 2.597 2.552
C 4.487 2.228 1.714
O 3.532 2.984 1.448
O 4.760 0.988 1.191
H 7.241 0.551 0.260
H 6.238 -0.841 0.189
H 7.509 -0.789 1.456
H 5.358 -0.300 2.508
H 7.361 1.859 2.130
H 6.462 1.296 3.673
C -3.178 -3.835 -4.175
C -2.153 -4.885 -3.579
C -2.180 -5.026 -2.081
O -1.974 -6.429 -1.860
C -2.336 -7.091 -2.984
O -2.571 -8.269 -3.121
O -2.582 -6.200 -3.957
H -4.109 -3.897 -3.611
H -3.462 -4.054 -5.204
H -2.785 -2.819 -4.129
H -1.127 -4.713 -3.905
H -3.082 -4.643 -1.604
H -1.386 -4.417 -1.649
C -1.971 1.327 2.862
C -1.579 0.824 4.292
C -2.660 0.107 5.067
O -1.967 -1.073 5.401
C -0.796 -1.149 4.836
O -0.033 -2.102 5.031
O -0.611 -0.142 4.063
H -1.210 1.980 2.434
H -2.880 1.918 2.968
H -2.222 0.476 2.229
H -1.201 1.647 4.898
H -3.533 -0.163 4.472
H -2.952 0.735 5.909
C -5.795 -1.284 -3.162
C -6.297 -0.148 -2.245
C -5.425 0.100 -1.050
O -5.111 1.485 -1.100
C -5.470 1.983 -2.193
O -5.211 3.131 -2.573
O -6.095 1.097 -2.907
H -6.501 -1.343 -3.990
H -5.728 -2.251 -2.664
H -4.850 -1.041 -3.649
H -7.360 -0.251 -2.027
H -4.499 -0.440 -1.241
H -5.903 -0.186 -0.113
C 1.794 6.428 0.287
C 0.467 6.139 0.991
C -0.022 4.702 0.861
O -0.351 4.361 2.196
C -0.019 5.382 3.077
O -0.175 5.416 4.286
O 0.631 6.350 2.376
H 1.935 6.002 -0.706
H 2.514 5.899 0.912
H 2.089 7.476 0.331
H -0.284 6.883 0.725
H 0.781 4.110 0.422
H -0.892 4.614 0.211
C 4.354 -3.363 3.376
C 3.252 -3.484 2.244
C 1.965 -2.777 2.565
O 1.678 -2.131 1.387
C 2.632 -2.293 0.427
O 2.635 -1.805 -0.675
O 3.638 -2.964 0.971
H 4.511 -2.301 3.567
H 5.206 -3.996 3.127
H 3.873 -3.702 4.294
H 2.968 -4.520 2.060
H 1.937 -2.169 3.469
H 1.107 -3.439 2.680

Output
Relative energy (zero: lowest compared OMol25 entry of this formula, charge and spin): 30.78 kcal/mol
Total charge: +1
E: -128419.642 eV
Molecular weight: 1101.96 g/mol
HOMO: -11.9184 eV
Frontier orbital gap: 9.04 eV
Spin multiplicity: 1

=====

(2)
Here is a molecular structure, C40H60IN2O5PSe2SiSn from the OMol25 dataset. Energies are from wB97M-V/def2-TZVPD.

CARTESIAN COORDINATES (ANGSTROEM)
Sn -0.403 -0.228 2.088
C -4.573 2.045 3.871
Se -2.789 1.371 4.246
C -2.055 3.083 4.831
C -0.605 2.922 5.230
Se 0.540 2.542 3.706
C 0.592 4.313 2.913
H -4.551 2.716 3.015
H -4.963 2.559 4.747
H -5.201 1.186 3.647
H -2.655 3.426 5.670
H -2.167 3.784 4.007
H -0.467 2.080 5.905
H -0.232 3.818 5.714
H 1.412 4.881 3.345
H -0.352 4.837 3.065
H 0.750 4.157 1.853
O -2.861 -1.984 2.211
C -4.058 -1.238 2.254
C -4.126 -0.105 1.235
C -5.345 0.488 0.924
C -5.372 1.531 0.012
C -4.188 1.954 -0.572
C -3.016 1.304 -0.218
N -2.985 0.295 0.664
H -2.791 -2.395 1.328
H -4.112 -0.805 3.252
H -4.934 -1.882 2.132
H -6.259 0.137 1.395
H -6.313 2.004 -0.248
H -4.169 2.773 -1.284
H -2.060 1.587 -0.649
N -2.400 -2.562 -0.691
C -1.841 -3.669 -1.364
C -2.675 -4.463 -2.155
C -2.184 -5.588 -2.792
C -0.847 -5.938 -2.657
C -0.020 -5.159 -1.864
C -0.492 -4.024 -1.202
P 0.615 -3.039 -0.098
C 0.655 -4.142 1.374
C -0.323 -5.105 1.617
C -0.256 -5.910 2.750
C 0.784 -5.759 3.654
C 1.749 -4.783 3.438
C 1.678 -3.973 2.312
C 2.241 -3.374 -0.914
C 2.569 -2.546 -1.991
C 3.748 -2.722 -2.703
C 4.634 -3.725 -2.339
C 4.323 -4.557 -1.271
C 3.132 -4.391 -0.569
H -1.749 -1.806 -0.527
H -3.231 -2.205 -1.135
H -3.721 -4.188 -2.260
H -2.849 -6.190 -3.400
H -0.454 -6.813 -3.161
H 1.021 -5.435 -1.759
H -1.137 -5.239 0.915
H -1.022 -6.660 2.922
H 0.846 -6.399 4.529
H 2.546 -4.623 4.159
H 2.431 -3.208 2.157
H 1.895 -1.748 -2.273
H 3.976 -2.069 -3.540
H 5.562 -3.863 -2.886
H 5.004 -5.350 -0.984
H 2.903 -5.066 0.244
I 1.371 -0.949 4.188
C -1.276 1.918 -3.993
C -0.345 1.067 -3.144
C 0.927 0.761 -3.935
C -1.058 -0.221 -2.735
O -0.080 1.844 -1.961
Si 0.949 1.850 -0.662
O 0.432 1.017 0.601
O 1.037 3.454 -0.252
C 0.761 4.672 -0.972
C -0.749 4.858 -1.127
C 1.326 5.811 -0.131
C 1.452 4.678 -2.338
O 2.412 1.316 -1.185
C 3.706 1.324 -0.530
C 4.300 2.731 -0.614
C 4.571 0.349 -1.306
C 3.605 0.883 0.930
H -1.559 1.387 -4.907
H -0.785 2.858 -4.267
H -2.183 2.154 -3.426
H 0.675 0.214 -4.848
H 1.622 0.170 -3.338
H 1.438 1.690 -4.208
H -1.045 -0.962 -3.540
H -2.100 -0.008 -2.474
H -0.560 -0.640 -1.858
H -1.226 4.835 -0.140
H -1.163 4.055 -1.738
H -0.965 5.820 -1.602
H 0.771 5.920 0.804
H 1.261 6.752 -0.684
H 2.375 5.613 0.104
H 1.094 3.851 -2.954
H 2.535 4.574 -2.211
H 1.246 5.617 -2.857
H 4.401 3.035 -1.660
H 5.287 2.757 -0.141
H 3.646 3.446 -0.104
H 4.651 0.669 -2.350
H 4.125 -0.648 -1.277
H 5.576 0.296 -0.874
H 2.913 1.522 1.482
H 4.588 0.941 1.405
H 3.237 -0.144 1.002

Output
Relative energy (zero: lowest compared OMol25 entry of this formula, charge and spin): 22.92 kcal/mol
Total charge: 0
E: -217470.575 eV
Molecular weight: 1111.52 g/mol
HOMO: -7.2867 eV
Frontier orbital gap: 7.60 eV
Spin multiplicity: 1

=====

(3)
Here is 10 unconnected molecules or ions with the total composition C40H60O30 from the OMol25 dataset. Energies are from wB97M-V/def2-TZVPD.

CARTESIAN COORDINATES (ANGSTROEM)
C 2.039 -6.204 2.616
C 1.053 -6.825 1.650
C 1.527 -6.935 0.183
O 1.393 -8.344 -0.015
C 0.830 -8.985 1.056
O 0.528 -10.165 1.090
O 0.789 -8.127 2.094
H 2.928 -6.833 2.669
H 1.461 -6.070 3.531
H 2.337 -5.289 2.103
H 0.101 -6.304 1.748
H 2.584 -6.668 0.177
H 1.046 -6.332 -0.588
C -5.734 -9.260 -0.323
C -4.867 -8.096 0.216
C -5.560 -6.755 0.095
O -5.289 -6.278 1.371
C -5.103 -7.213 2.246
O -5.123 -6.963 3.445
O -4.813 -8.277 1.598
H -5.887 -9.252 -1.402
H -6.757 -9.106 0.023
H -5.392 -10.245 -0.006
H -3.932 -8.077 -0.345
H -6.616 -6.978 -0.053
H -5.181 -6.203 -0.765
C -1.854 -1.403 0.257
C -0.933 -0.190 0.102
C 0.018 -0.123 1.358
O 1.308 -0.076 0.786
C 1.242 -0.330 -0.595
O 2.221 -0.425 -1.338
O 0.019 -0.449 -0.944
H -2.326 -1.725 -0.671
H -2.684 -1.183 0.929
H -1.430 -2.303 0.704
H -1.364 0.787 -0.118
H -0.076 -0.920 2.095
H -0.135 0.847 1.831
C 10.122 1.909 -3.640
C 9.471 1.961 -5.033
C 7.955 2.310 -5.125
O 8.018 3.715 -5.541
C 9.278 3.970 -6.050
O 9.562 4.984 -6.655
O 10.032 2.899 -5.924
H 10.921 1.166 -3.652
H 9.392 1.666 -2.868
H 10.504 2.872 -3.301
H 9.524 0.974 -5.493
H 7.338 2.235 -4.230
H 7.537 1.739 -5.955
C 2.543 2.976 5.782
C 3.348 2.096 6.773
C 2.910 2.131 8.300
O 2.926 0.725 8.626
C 2.943 0.021 7.479
O 2.935 -1.245 7.436
O 3.084 0.820 6.439
H 2.842 2.850 4.741
H 2.631 4.009 6.120
H 1.456 2.914 5.742
H 4.408 2.294 6.615
H 1.926 2.583 8.425
H 3.519 2.671 9.026
C -8.107 4.248 -3.587
C -6.826 3.545 -3.996
C -5.833 3.329 -2.880
O -5.526 1.965 -2.821
C -6.268 1.346 -3.733
O -6.189 0.122 -3.885
O -7.094 2.217 -4.394
H -8.890 4.079 -4.327
H -7.923 5.312 -3.435
H -8.446 3.802 -2.653
H -6.284 4.058 -4.790
H -6.176 3.650 -1.896
H -4.981 4.006 -2.940
C -10.924 -1.707 -2.156
C -10.458 -1.617 -0.718
C -9.502 -2.702 -0.301
O -8.501 -1.994 0.443
C -8.682 -0.652 0.273
O -8.126 0.220 0.928
O -9.676 -0.476 -0.575
H -11.420 -2.650 -2.390
H -9.999 -1.715 -2.733
H -11.648 -0.950 -2.455
H -11.284 -1.567 -0.008
H -9.097 -3.133 -1.216
H -9.946 -3.502 0.292
C 8.167 -4.535 -2.495
C 6.868 -4.274 -3.246
C 7.063 -3.939 -4.739
O 6.277 -4.889 -5.434
C 5.741 -5.771 -4.491
O 5.193 -6.843 -4.728
O 6.040 -5.426 -3.235
H 8.056 -4.759 -1.434
H 8.731 -3.615 -2.655
H 8.701 -5.358 -2.969
H 6.282 -3.434 -2.874
H 8.131 -4.019 -4.938
H 6.762 -2.898 -4.858
C 4.813 8.980 -0.725
C 4.612 7.524 -1.157
C 5.139 6.426 -0.289
O 4.097 5.469 -0.253
C 2.960 6.055 -0.691
O 1.848 5.573 -0.629
O 3.195 7.289 -1.083
H 5.880 9.193 -0.657
H 4.333 9.165 0.235
H 4.444 9.772 -1.376
H 4.997 7.353 -2.162
H 5.452 6.861 0.660
H 6.056 6.035 -0.729
C -3.243 5.572 3.779
C -2.851 7.090 3.975
C -2.621 7.697 5.324
O -1.349 8.236 5.275
C -0.734 7.923 4.179
O 0.359 8.321 3.836
O -1.532 7.208 3.430
H -2.971 5.385 2.740
H -4.289 5.316 3.946
H -2.678 4.916 4.442
H -3.520 7.752 3.425
H -2.762 6.970 6.124
H -3.335 8.477 5.587

Output
Relative energy (zero: lowest compared OMol25 entry of this formula, charge and spin): 135.68 kcal/mol
Total charge: 0
E: -103875.866 eV
Molecular weight: 1020.89 g/mol
SMILES string: C[C@H]1COC(=O)O1.C[C@H]1COC(=O)O1.C[C@H]1COC(=O)O1.C[C@H]1COC(=O)O1.C[C@H]1COC(=O)O1.C[C@H]1COC(=O)O1.C[C@H]1COC(=O)O1.C[C@H]1COC(=O)O1.C[C@H]1COC(=O)O1.C[C@H]1COC(=O)O1
HOMO: -10.6890 eV
Frontier orbital gap: 10.63 eV
Spin multiplicity: 1

=====

Question: What is the total charge in the second record?
Answer: 0